C36H29AsN7NaO2S4 as an isolated structure. Source: OMol25; level of theory: ωB97M-V/def2-TZVPD.

Summary:
- ΔE to the lowest compared entry with this formula, charge and spin (eV) = 0.0000
- gap between HOMO and LUMO (eV) = 4.194
- HOMO (eV) = -0.8
- LUMO energy (eV) = 3.4

```
! wB97M-V def2-TZVPD RIJCOSX def2/J DEFGRID3
* xyz -2 1
Na 0.446 -0.385 -1.009
N -2.220 -2.982 -3.666
C -1.571 -4.083 -4.239
C -2.275 -5.166 -4.742
C -1.595 -6.227 -5.330
C -0.210 -6.222 -5.374
C 0.495 -5.152 -4.832
C -0.176 -4.066 -4.292
S 0.676 -2.629 -3.711
N -0.374 -2.132 -2.482
C -1.625 -2.303 -2.602
C -2.528 -1.727 -1.561
C -3.802 -2.230 -1.311
C -4.580 -1.632 -0.332
C -4.067 -0.554 0.367
C -2.777 -0.134 0.063
N -2.030 -0.700 -0.871
H -3.224 -3.004 -3.678
H -3.359 -5.170 -4.688
H -2.153 -7.057 -5.744
H 0.324 -7.049 -5.823
H 1.578 -5.142 -4.846
H -4.175 -3.099 -1.838
H -5.571 -2.011 -0.116
H -4.638 -0.051 1.136
H -2.324 0.691 0.602
C -0.133 -2.849 3.217
O 0.941 -3.237 2.357
C 1.014 -2.509 1.228
O 0.090 -1.876 0.768
N 2.248 -2.653 0.651
N 2.498 -1.757 -0.397
H -0.040 -3.476 4.101
H -1.095 -3.010 2.731
H -0.018 -1.798 3.484
H 2.984 -2.788 1.332
H 2.995 -2.204 -1.153
H 3.001 -0.937 -0.069
S 2.688 0.176 -2.828
C 2.087 1.250 -4.052
C 3.093 1.825 -4.905
N 3.926 2.270 -5.571
C 0.776 1.602 -4.272
S -0.609 1.081 -3.359
C 0.492 2.504 -5.356
N 0.225 3.227 -6.217
S 2.776 -0.534 2.880
C 2.442 0.690 4.065
C 3.211 0.816 5.239
C 2.953 1.799 6.176
C 1.908 2.699 5.989
C 1.129 2.590 4.845
C 1.380 1.608 3.892
As 0.301 1.352 2.282
C 1.335 2.349 0.966
C 0.722 2.633 -0.253
C 1.415 3.262 -1.275
C 2.744 3.609 -1.087
C 3.364 3.331 0.124
C 2.667 2.704 1.149
C -1.062 2.742 2.642
C -0.960 4.074 2.246
C -1.977 4.979 2.521
C -3.116 4.567 3.201
C -3.233 3.243 3.599
C -2.217 2.341 3.311
H 4.026 0.117 5.386
H 3.572 1.868 7.065
H 1.704 3.474 6.719
H 0.315 3.288 4.694
H -0.310 2.342 -0.437
H 0.925 3.424 -2.226
H 3.304 4.058 -1.897
H 4.410 3.579 0.263
H 3.170 2.465 2.078
H -0.076 4.404 1.714
H -1.880 6.009 2.200
H -3.910 5.273 3.413
H -4.121 2.911 4.127
H -2.316 1.303 3.616
*
```

---

C26H29CeF4N7O2 as an isolated structure. Source: OMol25; level of theory: ωB97M-V/def2-TZVPD.

Summary:
- gap between HOMO and LUMO (spin up / spin down) (eV) = 6.090 / 6.074
- HOMO (spin up / spin down) (eV) = -13.3 / -13.3
- LUMO energy (spin up / spin down) (eV) = -7.2 / -7.2

```
! wB97M-V def2-TZVPD RIJCOSX def2/J DEFGRID3
* xyz 2 1
Ce 0.409 -0.263 -0.561
C 0.877 -0.059 3.839
C 2.125 0.019 2.975
N 2.112 -0.673 1.652
C 3.481 -0.528 1.083
C 3.937 0.919 0.941
C 1.824 -2.119 1.761
C 0.330 -2.438 1.944
N -0.447 -1.423 1.250
C -1.671 -1.020 1.735
C -2.103 0.266 1.406
F -1.225 1.038 0.672
C -3.275 0.835 1.833
F -3.559 2.078 1.474
C -4.129 0.093 2.632
C -3.750 -1.198 2.967
F -4.548 -1.948 3.709
C -2.553 -1.753 2.536
F -2.271 -3.011 2.854
H 1.004 0.632 4.672
H 0.721 -1.045 4.273
H -0.021 0.246 3.302
H 2.980 -0.377 3.537
H 2.335 1.068 2.781
H 3.490 -1.038 0.119
H 4.205 -1.052 1.720
H 3.119 1.574 0.634
H 4.724 0.989 0.190
H 4.342 1.310 1.872
H 2.400 -2.575 2.574
H 2.185 -2.582 0.836
H 0.063 -2.481 2.995
H 0.130 -3.430 1.530
H -5.066 0.504 2.983
O -0.464 1.014 -2.043
C -1.758 1.152 -2.440
C -2.292 2.429 -2.566
C -3.598 2.612 -2.979
C -4.403 1.513 -3.267
C -3.880 0.244 -3.133
C -2.557 0.039 -2.726
C -2.049 -1.330 -2.583
N -1.045 -1.739 -1.808
C -0.961 -3.119 -1.933
C -1.913 -3.540 -2.794
N -2.582 -2.403 -3.193
H -1.653 3.274 -2.345
H -3.992 3.615 -3.075
H -5.428 1.649 -3.582
H -4.524 -0.607 -3.323
H -0.226 -3.697 -1.400
H -2.170 -4.520 -3.156
H -3.343 -2.376 -3.853
C 3.357 -1.563 -4.302
N 3.206 -0.271 -3.607
C 3.735 0.874 -4.122
C 3.562 2.069 -3.523
C 2.777 2.096 -2.339
N 2.308 0.957 -1.813
C 2.515 -0.210 -2.440
O 2.026 -1.267 -1.925
N 2.497 3.240 -1.725
H 4.205 -1.491 -4.976
H 2.454 -1.789 -4.864
H 3.536 -2.345 -3.572
H 4.300 0.762 -5.037
H 3.989 2.968 -3.942
H 2.799 4.119 -2.112
H 1.861 3.264 -0.946
*
```

---

Number 1: maximum force 0.54 eV/A. Number 2: maximum force 1.46 eV/A.